Here is a cluster of 12 separate species, C40H108N4O24 in total from the Open Molecules 2025 dataset. Energies are from ωB97M-V/def2-TZVPD.

Geometry as XYZ:
```
176
Properties=species:S:1:pos:R:3:forces:R:3:lowdin_charge:R:1
C 4.138789 1.881393 8.954985 -0.448 0.201 0.690 -0.090
O 4.027659 1.516369 7.581060 0.298 0.163 0.218 -0.235
C 5.220219 1.517414 6.765079 0.123 -0.419 0.574 -0.167
C 5.560444 2.917318 6.235558 -0.026 0.473 0.299 -0.200
N 4.518802 3.572032 5.469345 -0.943 -0.054 0.783 -0.080
C 4.248261 3.019261 4.165166 -0.077 -0.206 0.185 -0.203
C 3.070366 3.789279 3.525306 -0.068 -1.533 0.682 -0.156
O 1.858289 3.403007 4.245935 1.492 0.149 -0.583 -0.237
C 0.755340 4.187468 3.874371 0.315 0.427 0.318 -0.123
H 3.244758 1.561215 9.492721 -0.328 -0.146 -0.541 0.089
H 4.186973 2.954362 9.151618 0.204 0.186 -0.513 0.086
H 4.919763 1.422084 9.565431 0.575 -0.285 -0.757 0.089
H 5.054843 0.753168 6.004588 -0.329 0.329 -0.317 0.119
H 6.020377 1.067355 7.357247 0.308 0.416 0.139 0.120
H 6.490068 2.986529 5.668195 0.167 -0.418 0.171 0.121
H 5.634276 3.598334 7.086358 0.566 -0.306 0.299 0.114
H 3.704341 3.322570 6.024708 -0.479 0.687 -0.032 0.098
H 4.023480 1.958106 4.313900 -0.402 -0.190 -0.716 0.111
H 5.202397 3.064705 3.635924 -0.313 0.221 -0.645 0.123
H 2.899712 3.470450 2.495775 0.267 0.237 -0.235 0.112
H 3.282754 4.856213 3.600905 -0.236 0.113 0.003 0.123
H 0.751438 4.466851 2.817442 0.041 -0.279 -0.192 0.081
H 0.830277 5.125948 4.429946 -0.545 0.098 0.115 0.094
H -0.133026 3.601258 4.107894 -0.143 0.309 0.127 0.078
C 0.838775 0.630992 2.792163 0.197 -0.023 -0.119 -0.071
O -0.013134 0.742376 1.679495 -0.624 0.371 -0.448 -0.187
C -0.334914 2.063418 1.319047 -0.132 0.822 0.155 -0.223
C -1.408692 2.053889 0.249165 -0.204 -0.603 0.336 -0.205
N -0.993428 1.291973 -0.896067 0.946 -0.247 0.385 -0.043
C -2.057947 0.941804 -1.799201 1.204 0.660 -0.619 -0.200
C -1.496353 0.034250 -2.875097 -0.766 -0.929 0.980 -0.201
O -1.478803 -1.269746 -2.262955 0.735 -0.261 -0.851 -0.219
C -0.689375 -2.176811 -3.053686 -0.834 0.183 0.030 -0.060
H 0.652230 1.358832 3.582779 -0.314 0.019 -0.078 0.068
H 1.864612 0.794524 2.450816 0.259 -0.289 0.230 0.093
H 0.660119 -0.375387 3.167658 0.505 0.036 0.129 0.067
H 0.520029 2.671159 1.000690 0.500 -0.434 -0.363 0.112
H -0.670849 2.625592 2.194548 -0.427 -0.215 0.145 0.090
H -1.679771 3.061937 -0.072576 -0.014 0.155 0.205 0.122
H -2.279935 1.545557 0.681210 -0.345 0.303 0.281 0.097
H -0.504831 0.478009 -0.541888 -0.134 -0.291 -0.188 0.102
H -2.353283 1.909973 -2.211669 -0.534 -0.156 -0.284 0.120
H -2.921729 0.419661 -1.376091 -0.102 0.090 0.287 0.105
H -0.457278 0.203283 -3.161485 -0.148 0.811 -0.293 0.115
H -2.218066 0.062508 -3.695714 0.325 -0.336 -0.475 0.103
H 0.368169 -1.911861 -3.117804 0.091 0.154 0.389 0.077
H -1.051867 -2.189578 -4.084401 -0.139 -0.088 -0.084 0.079
H -0.823133 -3.169369 -2.626408 0.131 0.032 0.044 0.082
C 2.018363 -2.601104 4.017214 -0.513 0.456 -0.267 -0.099
O 0.887225 -2.880882 3.218277 -0.807 -0.115 -0.670 -0.222
C -0.246067 -3.385196 3.947374 0.841 0.176 0.719 -0.179
C -1.350780 -2.320648 4.122777 0.397 -0.380 -1.087 -0.160
N -1.711716 -1.736826 2.814410 -0.856 -0.383 0.296 -0.061
C -2.452756 -2.740018 2.008990 0.755 0.298 -1.639 -0.164
C -2.826613 -2.121023 0.632369 -0.323 1.097 0.938 -0.207
O -3.849902 -2.841124 -0.017022 0.190 -0.277 0.286 -0.182
C -4.508062 -2.182245 -1.081145 -0.191 0.132 -0.468 -0.088
H 2.235194 -3.499724 4.595556 0.352 0.327 0.389 0.092
H 1.798482 -1.694313 4.586175 0.277 -0.284 0.743 0.075
H 2.851934 -2.334675 3.367159 -0.024 -0.319 -0.160 0.086
H 0.123564 -3.691786 4.929044 -0.213 -0.054 0.190 0.116
H -0.554560 -4.301453 3.444946 -0.384 0.192 -0.152 0.117
H -1.012983 -1.506344 4.764252 0.082 -0.177 0.206 0.094
H -2.259440 -2.773873 4.519469 0.138 -0.001 0.361 0.125
H -0.822750 -1.604104 2.344149 -0.011 0.375 -0.249 0.083
H -3.311478 -3.167769 2.524950 -0.044 0.255 0.121 0.132
H -1.755706 -3.534319 1.733633 -0.270 -0.523 0.390 0.096
H -1.902398 -1.967387 0.069062 -0.034 -0.511 -0.486 0.114
H -3.160914 -1.089762 0.793909 -0.265 0.146 0.138 0.101
H -5.026511 -1.252255 -0.830147 0.344 0.142 0.641 0.063
H -5.323913 -2.821745 -1.418599 0.262 -0.338 -0.026 0.093
H -3.824321 -1.973842 -1.905967 0.079 -0.130 -0.072 0.073
C 8.278825 -2.963602 -4.937679 -1.015 0.901 1.125 -0.066
O 6.998086 -2.428661 -4.532158 -0.008 -1.626 -0.542 -0.203
C 7.014900 -1.453901 -3.554611 -0.304 1.813 0.906 -0.265
C 5.596264 -1.147286 -2.994149 1.719 -0.824 -0.662 -0.211
N 4.759202 -0.776523 -4.133283 -0.806 -0.148 1.307 -0.034
C 3.341101 -0.769573 -3.731135 -0.538 0.685 -0.726 -0.201
C 3.017611 0.024673 -2.468633 -0.845 -0.813 -0.258 -0.230
O 3.152955 -0.900879 -1.391671 0.170 1.298 0.855 -0.198
C 2.962286 -0.193289 -0.167939 -0.104 -0.616 0.155 -0.100
H 8.093950 -3.682020 -5.731809 0.095 0.305 -0.164 0.086
H 8.740611 -3.480880 -4.094181 0.066 -0.073 0.060 0.082
H 8.903441 -2.106985 -5.195118 0.276 -0.250 -0.487 0.086
H 7.374237 -0.517093 -3.996056 0.106 0.179 -0.113 0.119
H 7.670879 -1.621506 -2.694346 0.177 -0.665 -0.044 0.118
H 5.720133 -0.372668 -2.235940 -0.145 0.439 -0.349 0.115
H 5.267423 -2.004914 -2.400364 -0.365 -0.303 -0.312 0.117
H 4.871254 -1.536158 -4.793568 0.070 0.112 -0.273 0.098
H 2.908652 -1.766062 -3.599643 0.297 -0.285 0.457 0.110
H 2.729802 -0.399846 -4.558616 0.240 0.422 -0.122 0.112
H 1.972551 0.355467 -2.446348 -0.333 -0.219 -0.429 0.100
H 3.512332 0.989562 -2.326458 0.916 -0.306 0.001 0.124
H 2.016964 0.355195 -0.135961 -0.141 0.067 -0.277 0.070
H 3.770050 0.516527 0.024683 0.157 0.018 -0.053 0.090
H 2.910183 -0.921627 0.641412 0.179 -0.065 -0.045 0.085
O 0.049270 -5.581033 -6.109854 -0.647 -0.033 -0.060 -0.050
C -0.699583 -4.632084 -6.860607 0.187 0.680 -0.500 -0.253
C 0.221647 -3.588482 -7.440593 0.784 0.271 -0.136 -0.262
O 0.899090 -2.808971 -6.486253 -0.269 0.871 0.954 -0.070
H 0.386527 -6.259000 -6.701495 -0.018 0.009 -0.064 0.089
H -1.307619 -4.971267 -7.704821 0.262 -0.967 -0.025 0.120
H -1.461990 -4.153004 -6.244973 0.409 -0.057 0.611 0.102
H -0.345515 -2.913027 -8.082676 0.061 0.110 0.042 0.114
H 1.067729 -3.999836 -7.999614 -0.644 -0.716 -0.712 0.122
H 1.523831 -3.366881 -6.015361 -0.084 -0.151 0.015 0.080
O -6.405757 0.099436 0.706348 -0.717 0.334 -0.031 -0.103
C -6.627399 1.491436 0.433819 1.201 -1.455 -1.133 -0.210
C -5.457331 1.920515 -0.509929 -1.124 1.149 1.808 -0.225
O -5.720077 3.261899 -0.946485 0.152 -0.222 -0.600 -0.077
H -5.731223 0.006121 1.394545 0.039 0.166 0.125 0.030
H -7.543066 1.558014 -0.153391 -0.098 0.047 0.126 0.115
H -6.751822 2.076947 1.345532 0.284 0.204 -0.024 0.111
H -5.404342 1.195805 -1.319901 0.036 0.298 -0.206 0.110
H -4.523474 1.962610 0.053706 0.128 -0.601 -0.073 0.094
H -5.232832 3.839086 -0.355427 -0.053 0.115 -0.090 0.074
O -1.058757 5.400664 -2.044061 -0.408 -0.422 -0.275 -0.060
C 0.320508 5.421646 -2.345812 0.625 0.437 0.643 -0.262
C 0.979784 4.084611 -2.035317 -0.113 0.161 0.396 -0.246
O 2.390020 4.184436 -2.241276 -0.485 -0.245 -0.284 -0.057
H -1.304362 6.114420 -1.453059 0.197 0.076 -0.058 0.086
H 0.517452 5.729246 -3.376201 -0.254 -0.184 -0.241 0.107
H 0.834675 6.174706 -1.744223 0.033 0.028 0.104 0.123
H 0.500709 3.267402 -2.576355 0.184 -0.036 -0.199 0.094
H 0.834172 3.839486 -0.982837 0.011 0.127 0.048 0.102
H 2.530279 4.089801 -3.188417 0.242 -0.001 -0.019 0.083
O -4.181452 -1.274477 -5.304100 0.151 0.570 0.102 -0.065
C -4.361675 -1.141336 -6.702231 0.410 -1.433 -1.310 -0.230
C -3.046978 -1.639855 -7.354167 -1.346 0.192 -0.265 -0.252
O -2.084211 -0.649028 -7.145099 0.574 -0.109 0.541 -0.060
H -4.945644 -0.910991 -4.848615 0.003 0.046 0.047 0.092
H -5.201098 -1.764813 -7.020596 -0.067 -0.082 -0.072 0.114
H -4.517955 -0.143353 -7.115873 -0.052 0.327 0.626 0.124
H -3.144922 -1.765347 -8.433516 -0.255 0.111 -0.007 0.124
H -2.774936 -2.620241 -6.955242 0.092 0.032 0.269 0.095
H -2.132938 -0.534562 -6.188307 0.488 0.357 0.100 0.058
O -2.495591 -6.449858 1.630132 0.551 -0.580 0.763 -0.057
C -3.059521 -5.965003 0.460709 0.936 0.025 -1.999 -0.248
C -1.975511 -5.535420 -0.569815 -0.818 1.534 -0.366 -0.251
O -1.192012 -6.561468 -1.153025 0.069 -0.657 0.735 -0.065
H -1.970229 -7.202942 1.339715 0.188 -0.093 0.401 0.089
H -3.612270 -6.755540 -0.056653 -0.498 0.065 0.141 0.121
H -3.691634 -5.116539 0.713806 0.011 -0.038 -0.285 0.102
H -1.322376 -4.764975 -0.149097 0.061 -0.098 0.444 0.107
H -2.440414 -5.036487 -1.426428 -0.653 0.202 0.277 0.112
H -0.479446 -6.079874 -1.580191 0.181 -0.357 -0.129 0.080
O -2.103022 1.105036 4.281936 0.847 0.897 0.230 -0.074
C -3.146752 1.865442 3.720180 -0.759 -0.428 0.623 -0.234
C -4.396702 1.012189 3.791546 -0.453 0.532 -1.614 -0.182
O -4.486929 0.112564 2.668209 0.180 -0.008 0.592 -0.094
H -1.909589 0.328482 3.746143 -0.116 -0.234 -0.578 0.046
H -3.358560 2.760616 4.310074 0.476 -0.150 0.592 0.122
H -2.952560 2.288676 2.731565 0.079 -0.555 -0.325 0.104
H -5.259431 1.667906 3.660475 -0.202 -0.142 0.279 0.119
H -4.435014 0.476125 4.738917 -0.040 0.067 0.040 0.130
H -3.792375 -0.555183 2.737365 0.241 -0.054 0.007 0.057
O 1.643998 0.212197 6.802542 -0.387 0.008 -0.606 -0.068
C 0.718668 1.291551 6.706071 -0.320 -0.459 0.247 -0.221
C -0.718737 0.812534 6.948199 0.017 0.750 1.055 -0.234
O -0.865704 0.346110 8.281490 -0.127 -0.894 0.406 -0.073
H 2.490267 0.619329 7.028068 0.208 -0.148 0.029 0.035
H 1.007920 1.975443 7.509525 -0.465 0.396 0.066 0.118
H 0.788063 1.853792 5.772293 0.088 -0.202 -0.192 0.085
H -1.124139 0.017588 6.325944 0.637 -0.054 -0.189 0.092
H -1.433775 1.630824 6.832315 0.262 0.313 -0.446 0.110
H -0.761230 1.044560 8.931109 0.092 0.231 -0.251 0.078
O 0.096911 3.942066 -6.411038 0.305 -0.558 -0.061 -0.047
C -0.375985 3.321141 -5.219914 -1.735 0.302 -0.838 -0.226
C -1.730777 2.617382 -5.438185 0.365 -0.372 0.063 -0.235
O -2.760037 3.448279 -5.925281 -0.023 -0.048 0.007 -0.039
H 0.538608 4.741283 -6.116817 0.087 0.050 -0.317 0.074
H 0.270323 2.533163 -4.826805 0.493 0.371 0.209 0.113
H -0.588421 4.180459 -4.581654 0.182 -0.574 0.928 0.099
H -1.988371 2.114994 -4.501082 -0.142 0.459 0.397 0.086
H -1.672120 1.746265 -6.093531 0.349 0.391 -0.597 0.110
H -3.122927 3.971470 -5.205316 0.071 0.023 0.075 0.088
```
Forces are in eV/Å.

Output
Energy relative to the best compared isomer or geometry (same formula, charge and spin)   229.85 kJ/mol
Highest occupied orbital energy   -8.80 eV
DFT total energy   -98320.63567 eV